Computed, not measured: a molecular structure, C32H70Ca3N2O13P2 in a non-equilibrium geometry, with wB97M-V/def2-TZVPD.

Structure (XYZ):
```
122
Properties=species:S:1:pos:R:3
Ca 6.89 -9.99 -8.76
Ca 9.99 -9.01 -4.95
Ca 10.50 -15.14 -9.88
P 9.63 -12.45 -7.09
O 10.86 -11.57 -6.84
O 8.53 -11.61 -6.39
O 9.84 -13.97 -6.98
O 9.16 -12.39 -8.55
P 7.41 -6.41 -6.77
O 8.47 -7.31 -7.43
O 7.29 -4.87 -7.01
O 7.77 -6.55 -5.30
O 6.13 -7.24 -7.15
C 14.09 -5.84 -7.34
C 15.24 -6.56 -6.54
C 14.41 -7.44 -5.57
O 13.17 -6.77 -5.36
C 13.14 -5.54 -6.20
H 13.75 -6.56 -8.09
H 14.52 -4.93 -7.76
H 15.86 -5.85 -5.99
H 15.90 -7.14 -7.19
H 14.97 -7.57 -4.65
H 14.31 -8.43 -6.03
H 13.47 -4.67 -5.63
H 12.16 -5.30 -6.61
C 15.40 -11.93 -12.68
C 14.70 -10.78 -11.97
C 13.58 -11.43 -11.11
O 13.35 -12.67 -11.76
C 14.18 -12.87 -12.87
H 16.06 -12.43 -11.98
H 15.95 -11.73 -13.60
H 14.30 -10.02 -12.63
H 15.51 -10.24 -11.49
H 12.65 -10.87 -11.06
H 13.98 -11.54 -10.11
H 13.62 -12.73 -13.79
H 14.57 -13.88 -12.97
C 16.01 -15.80 -6.89
C 16.38 -16.40 -8.23
C 15.08 -17.12 -8.61
O 14.12 -16.11 -8.33
C 14.54 -15.50 -7.12
H 16.65 -14.94 -6.69
H 16.08 -16.55 -6.11
H 17.26 -17.04 -8.12
H 16.50 -15.60 -8.97
H 14.88 -18.03 -8.04
H 15.17 -17.33 -9.68
H 13.99 -15.89 -6.26
H 14.40 -14.42 -7.20
C 6.73 -19.92 -7.98
C 7.79 -20.90 -8.43
C 8.84 -20.07 -9.15
O 8.51 -18.71 -8.76
C 7.59 -18.73 -7.64
H 6.07 -20.30 -7.20
H 6.10 -19.63 -8.83
H 7.44 -21.73 -9.04
H 8.18 -21.34 -7.51
H 8.72 -20.18 -10.22
H 9.85 -20.33 -8.86
H 7.00 -17.81 -7.64
H 8.11 -18.76 -6.68
C 7.81 -9.03 -14.90
C 7.95 -7.66 -14.23
C 8.43 -7.86 -12.80
O 7.83 -9.12 -12.50
C 7.94 -10.00 -13.74
H 8.57 -9.26 -15.64
H 6.86 -9.11 -15.41
H 6.97 -7.19 -14.17
H 8.56 -6.93 -14.76
H 8.22 -7.03 -12.12
H 9.51 -7.96 -12.69
H 7.17 -10.75 -13.83
H 8.89 -10.53 -13.77
C 10.69 -8.50 0.81
C 10.55 -8.50 -0.72
N 10.55 -9.82 -1.38
C 9.37 -10.69 -1.08
C 7.98 -9.99 -1.12
C 11.79 -10.51 -1.03
C 12.03 -11.88 -1.73
H 11.70 -8.74 1.11
H 10.13 -9.33 1.24
H 10.40 -7.57 1.32
H 9.66 -7.93 -0.99
H 11.41 -7.98 -1.13
H 9.30 -11.49 -1.82
H 9.59 -11.18 -0.13
H 7.98 -9.04 -0.58
H 7.71 -9.78 -2.16
H 7.24 -10.71 -0.77
H 11.86 -10.71 0.04
H 12.63 -9.88 -1.33
H 11.23 -12.59 -1.54
H 12.94 -12.34 -1.34
H 12.23 -11.71 -2.79
C 4.68 -13.98 -10.54
C 3.96 -13.30 -9.41
N 3.94 -11.78 -9.36
C 3.30 -11.29 -10.60
C 3.33 -9.78 -10.65
C 3.05 -11.31 -8.28
C 3.42 -11.74 -6.86
H 5.65 -13.53 -10.73
H 4.10 -13.85 -11.46
H 4.83 -15.04 -10.36
H 2.98 -13.75 -9.20
H 4.63 -13.48 -8.57
H 3.78 -11.60 -11.53
H 2.27 -11.63 -10.64
H 3.21 -9.31 -11.63
H 2.55 -9.29 -10.05
H 4.32 -9.40 -10.38
H 2.04 -11.65 -8.50
H 2.98 -10.22 -8.31
H 4.32 -11.19 -6.56
H 3.68 -12.79 -6.85
H 2.67 -11.50 -6.11
```

Energy relative to the best compared isomer or geometry (same formula, charge and spin) = 22.624 eV
HOMO = -4.2 eV



Computed, not measured: a molecular structure, C32H70N4O7 in a non-equilibrium geometry, with wB97M-V/def2-TZVPD.

Structure (XYZ):
```
113
Properties=species:S:1:pos:R:3
C -15.42 13.18 -7.69
C -16.67 13.73 -8.18
O -17.48 14.31 -7.50
N -16.93 13.57 -9.72
H -16.35 14.24 -10.21
H -16.76 12.61 -9.98
C -18.42 13.68 -10.10
H -14.63 13.93 -7.71
H -15.12 12.24 -8.15
H -15.49 12.93 -6.63
H -18.94 13.00 -9.41
H -18.60 13.41 -11.14
H -18.78 14.69 -9.92
C -18.95 12.78 -14.24
C -19.05 11.49 -13.26
C -19.70 10.26 -13.89
N -19.77 9.02 -12.96
C -20.78 7.96 -13.57
C -20.52 6.53 -13.06
C -19.01 6.10 -12.97
C -18.28 7.12 -12.09
C -18.35 8.54 -12.63
C -20.41 9.42 -11.56
H -19.91 12.87 -14.75
H -18.15 12.65 -14.97
H -18.66 13.67 -13.69
H -19.59 11.74 -12.35
H -18.03 11.17 -13.06
H -19.16 9.91 -14.77
H -20.74 10.39 -14.17
H -20.48 8.02 -14.62
H -21.79 8.30 -13.35
H -21.08 5.76 -13.60
H -21.01 6.41 -12.09
H -18.56 6.12 -13.97
H -18.82 5.10 -12.58
H -17.24 6.84 -11.93
H -18.66 7.16 -11.07
H -17.92 8.39 -13.62
H -17.95 9.34 -12.01
H -19.76 10.02 -10.92
H -20.62 8.54 -10.96
H -21.39 9.85 -11.77
C -11.60 6.30 -10.31
C -13.13 6.00 -10.05
C -13.30 5.39 -8.64
N -14.69 4.83 -8.16
C -15.59 6.12 -8.36
C -17.13 5.75 -8.14
C -17.51 4.56 -9.05
C -16.63 3.32 -8.77
C -15.16 3.56 -9.02
C -14.51 4.58 -6.66
H -11.08 5.34 -10.35
H -11.10 6.98 -9.62
H -11.48 6.73 -11.31
H -13.62 5.42 -10.83
H -13.57 7.00 -10.11
H -13.05 6.21 -7.96
H -12.66 4.53 -8.43
H -15.48 6.52 -9.37
H -15.23 6.86 -7.65
H -17.78 6.60 -8.33
H -17.30 5.42 -7.11
H -17.26 4.80 -10.09
H -18.57 4.34 -8.95
H -16.91 2.57 -9.51
H -16.63 2.94 -7.75
H -14.94 3.83 -10.05
H -14.62 2.64 -8.80
H -15.37 4.10 -6.18
H -14.30 5.56 -6.25
H -13.68 3.88 -6.51
C -11.10 15.24 -14.22
C -10.99 14.17 -13.25
C -11.53 14.51 -11.80
N -11.67 13.23 -10.93
C -12.77 12.33 -11.55
C -13.06 11.11 -10.63
C -11.84 10.16 -10.59
C -10.57 10.97 -10.20
C -10.36 12.43 -10.79
C -12.00 13.75 -9.56
H -12.12 15.61 -14.16
H -10.87 14.96 -15.25
H -10.45 16.09 -13.99
H -9.95 13.86 -13.32
H -11.54 13.30 -13.61
H -12.48 15.04 -11.79
H -10.75 15.08 -11.30
H -12.65 11.97 -12.57
H -13.74 12.84 -11.57
H -13.88 10.59 -11.11
H -13.41 11.54 -9.69
H -11.74 9.70 -11.57
H -11.95 9.32 -9.90
H -9.75 10.26 -10.34
H -10.52 11.11 -9.12
H -9.95 12.46 -11.79
H -9.61 13.00 -10.24
H -11.16 14.38 -9.26
H -11.85 12.98 -8.80
H -12.98 14.22 -9.47
O -15.38 9.27 -9.71
C -16.53 9.79 -9.93
O -17.38 9.09 -9.36
O -16.73 10.94 -10.43
H -16.11 8.69 -9.50
O -12.69 10.52 -7.35
C -11.90 9.62 -6.87
O -11.67 8.63 -7.45
O -11.19 9.76 -5.86
H -13.17 10.02 -8.02
```

Charge = +2
HOMO = -9.4 eV



Computed, not measured: 6 unconnected molecules or ions with the total composition C32H71N5O8S in a non-equilibrium geometry, with wB97M-V/def2-TZVPD.

Structure (XYZ):
```
117
Properties=species:S:1:pos:R:3
C 5.15 -2.12 2.73
C 4.39 -0.91 1.98
C 3.76 -1.06 0.56
C 3.00 0.16 -0.06
C 2.90 1.55 0.67
C 2.13 2.73 -0.09
C 0.64 3.03 0.51
C -0.45 1.94 0.04
C -0.54 0.62 0.95
S -0.67 1.20 2.72
O -0.46 -0.02 3.60
O -1.99 1.86 3.03
O 0.65 2.20 2.96
C 0.64 3.36 2.08
C 3.58 1.64 2.05
C 4.32 0.45 2.76
H 4.40 -2.99 2.73
H 6.11 -2.41 2.19
H 5.31 -1.81 3.82
H 3.87 -2.07 0.03
H 2.56 -0.01 -1.11
H 2.77 3.68 -0.10
H 1.95 2.35 -1.16
H 0.33 4.02 -0.01
H -0.20 1.60 -1.03
H -1.45 2.51 -0.04
H -1.55 0.12 0.72
H 0.29 -0.15 0.78
H -0.24 4.08 2.32
H 1.61 3.96 2.29
H 3.53 2.63 2.63
H 4.80 0.58 3.79
C -4.33 -1.31 1.68
O -4.33 -0.98 0.29
C -4.28 -2.10 -0.58
C -5.63 -2.82 -0.78
C -6.06 -3.68 0.41
N -6.70 -1.87 -1.09
H -3.72 -2.18 1.89
H -5.36 -1.46 2.02
H -3.93 -0.45 2.23
H -3.96 -1.71 -1.55
H -3.50 -2.81 -0.26
H -5.52 -3.50 -1.63
H -6.47 -3.08 1.23
H -6.84 -4.38 0.11
H -5.22 -4.26 0.80
H -6.46 -1.37 -1.95
H -6.68 -1.14 -0.37
C 8.22 2.65 -1.32
O 7.47 1.80 -0.46
C 7.99 1.69 0.86
C 7.64 2.88 1.78
C 8.46 4.14 1.49
N 6.21 3.22 1.72
H 9.29 2.60 -1.11
H 7.86 3.68 -1.23
H 8.05 2.33 -2.35
H 7.52 0.80 1.28
H 9.07 1.50 0.84
H 7.88 2.58 2.81
H 8.10 4.69 0.62
H 8.40 4.83 2.34
H 9.51 3.90 1.34
H 5.68 2.40 2.01
H 5.97 3.32 0.73
C 8.47 8.64 1.75
O 7.77 7.57 1.12
C 6.36 7.62 1.28
C 5.63 8.60 0.34
C 5.79 10.07 0.74
N 6.08 8.43 -1.05
H 8.00 8.95 2.68
H 8.54 9.49 1.06
H 9.48 8.30 1.96
H 6.00 6.61 1.05
H 6.09 7.80 2.33
H 4.56 8.37 0.39
H 6.77 10.48 0.46
H 5.04 10.68 0.24
H 5.66 10.20 1.82
H 5.87 7.48 -1.35
H 7.10 8.48 -1.05
C -6.76 -7.02 2.82
O -6.75 -6.70 1.44
C -6.70 -7.82 0.57
C -8.05 -8.54 0.37
C -8.48 -9.40 1.56
N -9.13 -7.59 0.06
H -6.15 -7.90 3.04
H -7.79 -7.18 3.17
H -6.36 -6.17 3.38
H -6.39 -7.42 -0.40
H -5.92 -8.52 0.89
H -7.94 -9.21 -0.49
H -8.89 -8.80 2.38
H -9.26 -10.10 1.25
H -7.64 -9.98 1.95
H -8.88 -7.09 -0.80
H -9.11 -6.86 0.77
C -6.39 -1.56 -5.18
O -5.23 -1.96 -4.47
C -5.08 -3.37 -4.33
C -4.53 -4.09 -5.59
C -5.56 -4.24 -6.70
N -3.34 -3.41 -6.12
H -7.24 -2.22 -4.98
H -6.18 -1.52 -6.25
H -6.65 -0.55 -4.86
H -4.35 -3.51 -3.53
H -6.01 -3.83 -3.99
H -4.24 -5.10 -5.28
H -5.71 -3.32 -7.27
H -5.23 -5.00 -7.42
H -6.53 -4.56 -6.31
H -2.62 -3.40 -5.40
H -3.58 -2.42 -6.23
```

HOMO = -8.7 eV



Computed, not measured: a molecular structure, C32H72F6KN7O12S6 in a non-equilibrium geometry, with wB97M-V/def2-TZVPD.

Structure (XYZ):
```
136
Properties=species:S:1:pos:R:3
K -9.80 20.75 14.04
C -8.56 16.37 23.17
C -8.38 15.76 21.77
C -7.34 16.48 20.94
N -6.54 15.53 19.94
C -5.92 16.31 18.83
C -5.56 14.69 20.86
C -5.53 13.27 20.28
C -6.96 13.08 20.07
C -7.38 14.38 19.37
H -9.45 15.93 23.63
H -8.85 17.41 22.98
H -7.74 16.30 23.89
H -9.28 15.88 21.18
H -8.26 14.72 22.08
H -6.58 17.04 21.48
H -7.78 17.18 20.23
H -5.30 17.05 19.33
H -6.68 16.83 18.25
H -5.31 15.59 18.28
H -4.57 15.09 20.61
H -5.82 14.67 21.91
H -5.03 13.15 19.32
H -5.00 12.55 20.90
H -7.13 12.36 19.26
H -7.50 12.65 20.91
H -7.36 14.34 18.28
H -8.41 14.63 19.63
C -14.64 16.83 15.99
C -15.96 16.45 16.57
C -15.95 15.10 17.21
N -17.25 14.51 17.79
C -17.01 13.00 18.06
C -18.53 14.67 16.87
C -19.54 15.57 17.72
C -19.25 15.33 19.13
C -17.70 15.26 19.08
H -14.47 17.90 15.92
H -14.33 16.68 14.96
H -13.94 16.36 16.68
H -16.79 16.64 15.89
H -15.95 17.16 17.39
H -15.12 14.76 17.83
H -15.75 14.47 16.34
H -17.96 12.80 18.56
H -16.30 12.73 18.83
H -16.93 12.36 17.18
H -18.88 13.64 16.80
H -18.33 14.97 15.85
H -20.52 15.20 17.42
H -19.53 16.63 17.48
H -19.62 14.33 19.36
H -19.69 15.95 19.91
H -17.21 14.80 19.95
H -17.46 16.33 19.05
C -9.45 25.79 14.92
C -8.24 25.20 15.71
C -6.87 25.47 15.02
N -5.75 24.62 15.67
C -5.41 24.96 17.09
C -5.88 23.07 15.65
C -4.56 22.46 15.45
C -3.62 23.66 15.22
C -4.52 24.81 14.76
H -10.32 25.82 15.57
H -9.61 25.07 14.12
H -9.18 26.64 14.29
H -8.38 24.14 15.91
H -8.10 25.75 16.64
H -6.40 26.44 15.13
H -6.99 25.03 14.03
H -4.82 24.16 17.54
H -6.30 25.25 17.65
H -4.86 25.89 17.19
H -6.62 22.78 16.40
H -6.46 22.94 14.74
H -4.48 21.84 16.34
H -4.58 21.75 14.63
H -2.99 23.92 16.07
H -2.91 23.54 14.40
H -3.93 25.70 14.98
H -4.77 24.77 13.70
C -8.34 17.98 9.54
C -8.66 17.67 11.01
C -8.61 16.10 11.22
N -8.78 15.66 12.70
C -7.51 16.05 13.42
C -8.99 14.13 12.89
C -9.65 13.99 14.30
C -10.22 15.37 14.67
C -9.93 16.29 13.49
H -8.29 19.05 9.35
H -9.04 17.72 8.75
H -7.43 17.51 9.16
H -9.66 18.05 11.22
H -7.99 18.30 11.59
H -7.64 15.74 10.90
H -9.35 15.61 10.58
H -7.46 17.13 13.28
H -6.62 15.66 12.93
H -7.39 15.77 14.46
H -7.98 13.71 12.83
H -9.61 13.65 12.13
H -8.95 13.39 14.88
H -10.49 13.32 14.14
H -10.00 15.88 15.62
H -11.30 15.25 14.82
H -9.78 17.34 13.71
H -10.76 16.08 12.81
N -9.64 19.50 16.44
S -8.07 19.10 16.97
O -7.60 17.93 16.12
O -7.49 19.30 18.34
F -7.23 20.45 16.42
S -10.28 18.70 17.57
O -10.93 19.52 18.58
O -9.68 17.45 18.06
F -11.61 18.24 16.78
N -11.45 19.67 12.23
S -12.85 19.70 12.71
O -13.75 18.54 12.38
O -13.34 21.05 13.03
F -12.57 19.24 14.26
S -11.95 19.56 10.48
O -13.06 20.42 10.01
O -11.86 18.26 9.79
F -10.70 20.47 9.98
N -15.43 18.28 20.03
S -14.40 19.13 19.25
O -13.60 19.99 20.14
O -14.84 19.58 17.95
F -13.29 17.91 19.04
S -16.57 19.56 20.08
O -17.35 19.75 18.91
O -16.22 20.77 20.82
F -17.75 18.85 20.93
```

Charge = +2
Energy relative to the best compared isomer or geometry (same formula, charge and spin) = 3.467 eV
HOMO = -11.2 eV



Number 1: DFT total energy -5064.2029 Eh, LUMO level -2.794 eV. Number 2: DFT total energy -2006.2454 Eh, LUMO level -4.738 eV. Number 3: DFT total energy -2535.4240 Eh, LUMO level 0.293 eV. Number 4: DFT total energy -6135.9911 Eh, LUMO level -4.762 eV.